Entry i
Computed, not measured: a single C2H3N3O molecule, with the ωB97M-V functional and the def2-TZVPD basis.

Values from the calculation:
Multiplicity: 1
SMILES string: [H]/N=c1/nc[nH]o1
Orbital gap in eV: 9.33
Total charge: 0
HOMO in eV: -9.271

CARTESIAN COORDINATES (ANGSTROEM)
H  2.44655  -0.96998  0.43902
N  2.08631  0.07235  0.12542
C  0.74832  -0.02073  -0.17207
N  0.06566  1.22796  -0.06346
C  -1.16701  0.74052  0.07305
N  -1.49419  -0.61358  -0.05232
O  -0.05948  -1.06245  -0.12878
H  -2.11606  1.32252  0.14625
H  -1.94698  -0.97876  0.97154

Entry ii
Computed, not measured: a single C2H3N3O molecule, with the ωB97M-V functional and the def2-TZVPD basis.

Values from the calculation:
Multiplicity: 1
Orbital gap in eV: 9.62
Total charge: 0
HOMO in eV: -9.131

CARTESIAN COORDINATES (ANGSTROEM)
N  -0.19037  0.31577  -1.57293
C  -0.33673  0.51203  -0.21690
C  0.08552  -0.65705  0.57019
N  0.31165  -0.49958  1.84382
N  0.53990  -0.36637  2.94275
O  -0.79446  1.53149  0.26792
H  -0.35152  1.13702  -2.13836
H  0.55524  -0.28854  -1.88548
H  0.16955  -1.66561  0.19112

Relative energies, kJ/mol: entry i 273.4; entry ii 0.0.

Entry i
Computed, not measured: a single C2H3N3O molecule, with the ωB97M-V functional and the def2-TZVPD basis.

Values from the calculation:
Multiplicity: 1
Orbital gap in eV: 9.02
Total charge: 0
HOMO in eV: -8.458

CARTESIAN COORDINATES (ANGSTROEM)
C  -0.19202  -0.72303  1.15318
C  0.61557  0.34675  1.01771
N  -0.40226  -1.40245  -0.08433
N  1.09353  -0.94174  -1.87641
N  0.33780  -1.21925  -0.99624
O  1.66412  0.45982  0.18377
H  -0.92032  -1.09815  2.00482
H  0.65194  0.81642  1.92556
H  1.83036  1.40100  -0.23776

Entry ii
Computed, not measured: a single C2H3N3O molecule, with the ωB97M-V functional and the def2-TZVPD basis.

Values from the calculation:
Multiplicity: 1
SMILES string: Nc1ncon1
Orbital gap in eV: 9.93
Total charge: 0
HOMO in eV: -9.696

CARTESIAN COORDINATES (ANGSTROEM)
N  -0.42762  -1.43879  0.63303
C  -0.09044  -0.15916  0.31261
N  -0.31546  0.27129  -0.95738
C  0.34085  1.40760  -1.01435
O  0.85333  1.74633  0.17863
N  0.52222  0.70833  1.07439
H  -1.18926  -1.80359  0.07830
H  -0.46694  -1.64508  1.61551
H  0.77332  0.91306  -1.92073

Relative energies, kJ/mol: entry i 121.4; entry ii 0.0.

Entry i
Computed, not measured: a single C3H4S2 molecule, with the ωB97M-V functional and the def2-TZVPD basis.

Values from the calculation:
Multiplicity: 1
Orbital gap (alpha / beta) in eV: 7.23 / 7.41
Total charge: 0
HOMO (alpha / beta) in eV: -7.800 / -7.872

CARTESIAN COORDINATES (ANGSTROEM)
C  -1.03558  -1.27828  0.50150
C  0.47618  1.29346  -1.05286
C  -0.38105  0.29983  -1.80074
S  -1.45649  -0.62732  -0.93850
S  -0.80073  1.90068  -2.34036
H  -1.42610  -2.24175  0.65897
H  -0.16521  -0.87041  0.88646
H  0.08176  1.69407  -0.13481
H  1.53219  1.31910  -1.22430

Entry ii
Computed, not measured: a molecular structure, C3H4S2, with the ωB97M-V functional and the def2-TZVPD basis.

Values from the calculation:
Multiplicity: 1
Orbital gap in eV: 8.56
Total charge: 0
HOMO in eV: -8.703

CARTESIAN COORDINATES (ANGSTROEM)
C  -0.48101  0.14962  -0.03004
C  0.54750  1.23097  -0.13345
C  1.91230  0.53501  0.17205
H  0.31896  1.98146  0.64275
H  0.62818  1.73788  -1.07173
H  2.35308  0.64518  1.19593
H  2.56512  0.68593  -0.71099
S  -2.07773  -0.02628  0.04186
S  0.96910  -1.00772  -0.04856

Entry iii
Computed, not measured: a single C3H4S2 molecule, with the ωB97M-V functional and the def2-TZVPD basis.

Values from the calculation:
Multiplicity: 1
SMILES string: C#CCSS
Orbital gap in eV: 9.29
Total charge: 0
HOMO in eV: -9.193

CARTESIAN COORDINATES (ANGSTROEM)
C  -2.21151  0.82708  1.12954
C  -1.18259  0.64935  0.52058
C  0.03668  0.60425  -0.19312
S  1.33831  -0.65262  0.51216
S  2.78968  -1.39623  -0.80934
H  -3.17196  0.66527  1.44243
H  -0.26254  0.20460  -1.30742
H  0.59427  1.53394  -0.37902
H  2.06967  -2.43564  -0.91580

Entry iv
Computed, not measured: a single C3H4S2 molecule, with the ωB97M-V functional and the def2-TZVPD basis.

Values from the calculation:
Multiplicity: 1
SMILES string: S=C[C@H]1CS1
Orbital gap in eV: 8.37
Total charge: 0
HOMO in eV: -8.937

CARTESIAN COORDINATES (ANGSTROEM)
S  2.70664  -0.24147  -0.04203
C  1.18457  0.23433  0.40915
C  0.00201  0.29037  -0.47775
C  -1.20287  -0.54856  -0.02851
S  -1.38482  1.22169  0.05713
H  1.15622  0.49911  1.47919
H  0.36475  0.60014  -1.48612
H  -1.89813  -0.92246  -0.73622
H  -0.92836  -1.13314  0.82517

Relative energies, kJ/mol: entry i 270.5; entry ii 0.0; entry iii 146.5; entry iv 41.1.

Entry i
Computed, not measured: 2 unconnected molecules or ions with the total composition C3H4S2, with the ωB97M-V functional and the def2-TZVPD basis.

Values from the calculation:
Multiplicity: 1
SMILES string: C=C=S.C=S
Orbital gap in eV: 8.14
Total charge: 0
HOMO in eV: -8.635

CARTESIAN COORDINATES (ANGSTROEM)
C  -1.84928  1.34950  0.10931
C  -2.39011  0.18152  -0.06378
S  -2.70430  -1.34296  -0.06890
H  -2.32467  2.31010  0.05974
H  -0.89356  1.31176  0.46770
C  2.62524  -0.84899  -0.11799
S  1.94204  -2.30812  0.01724
H  1.94493  -0.02337  -0.29369
H  3.64971  -0.62944  -0.10963

Entry ii
Computed, not measured: a molecular structure, C3H4S2, with the ωB97M-V functional and the def2-TZVPD basis.

Values from the calculation:
Multiplicity: 1
Orbital gap in eV: 7.25
Total charge: 0
HOMO in eV: -9.025

CARTESIAN COORDINATES (ANGSTROEM)
C  0.41722  1.12863  -0.06155
C  0.40546  -0.38915  -0.13004
C  -0.88026  -1.06834  0.23722
H  0.10945  1.73483  0.65303
H  1.67036  1.18919  -0.16133
H  -0.14994  1.32116  -0.91032
H  -0.80241  -2.18390  1.03948
S  1.72558  -1.10113  -0.32354
S  -2.49547  -0.63130  -0.34295

Relative energies, kJ/mol: entry i 0.0; entry ii 122.0.

Entry i
Computed, not measured: a single C3H4S2 molecule, with the ωB97M-V functional and the def2-TZVPD basis.

Values from the calculation:
Multiplicity: 1
SMILES string: CSC1=CS1
Orbital gap in eV: 8.14
Total charge: 0
HOMO in eV: -7.652

CARTESIAN COORDINATES (ANGSTROEM)
C  0.53096  -0.93162  0.10325
S  -1.14711  -1.66248  0.09769
C  -2.17658  -0.13349  -0.18057
C  -2.35503  1.13392  -0.33647
S  -3.87015  0.06854  0.03261
H  0.80146  -0.58526  1.12540
H  0.62736  0.05418  -0.38408
H  1.09946  -1.65101  -0.53644
H  -2.11697  2.20887  -0.12234

Entry ii
Computed, not measured: a single C3H4S2 molecule, with the ωB97M-V functional and the def2-TZVPD basis.

Values from the calculation:
Multiplicity: 1
SMILES string: CSC=C=S
Orbital gap in eV: 7.41
Total charge: 0
HOMO in eV: -8.091

CARTESIAN COORDINATES (ANGSTROEM)
C  0.39968  0.00139  0.88045
S  -0.15513  1.26447  -0.28285
C  -0.80668  0.31411  -1.86510
C  -1.26836  -0.82320  -2.32273
S  -1.78419  -2.15174  -2.93070
H  0.37681  0.34091  1.84185
H  1.42089  -0.32700  0.71714
H  -0.17664  -0.92171  0.87053
H  -0.94773  1.12302  -2.55472

Relative energies, kJ/mol: entry i 105.7; entry ii 0.0.

Entry i
Computed, not measured: 2 unconnected molecules or ions with the total composition C3H9PS, with the ωB97M-V functional and the def2-TZVPD basis.

Values from the calculation:
Multiplicity: 1
SMILES string: C=PCS.C
Orbital gap in eV: 8.75
Total charge: 0
HOMO in eV: -8.656

CARTESIAN COORDINATES (ANGSTROEM)
C  1.49702  -0.30045  3.03051
P  1.30271  0.14248  1.42646
C  0.29830  -1.41344  0.97529
S  -1.45242  -1.03270  0.77561
H  0.90536  -1.07376  3.45716
H  2.31889  0.18525  3.59070
H  0.51770  -1.63367  -0.05202
H  0.49579  -2.07513  1.79935
H  -1.22077  -0.38870  -0.33493
C  -0.95627  1.50112  -2.94219
H  -0.32782  0.73256  -3.09047
H  -0.40844  2.38000  -3.36509
H  -1.91275  1.38533  -3.50691
H  -1.05730  1.59110  -1.76347

Entry ii
Computed, not measured: 2 unconnected molecules or ions with the total composition C3H9PS, with the ωB97M-V functional and the def2-TZVPD basis.

Values from the calculation:
Multiplicity: 1
SMILES string: C=C(C)S.P
Orbital gap in eV: 9.43
Total charge: 0
HOMO in eV: -8.611

CARTESIAN COORDINATES (ANGSTROEM)
C  -0.70782  0.42228  1.27903
C  -1.01973  -0.20475  0.15477
C  -1.78651  0.39554  -0.97703
S  -0.47235  -1.88413  -0.07122
H  -0.11877  -0.04827  2.04082
H  -1.02896  1.43284  1.46259
H  -2.32384  1.28095  -0.63921
H  -2.50384  -0.31431  -1.38901
H  -1.09657  0.68879  -1.77125
H  -0.74621  -1.95013  -1.37030
P  2.73536  -0.11366  -0.18732
H  4.07070  -0.25581  0.15784
H  2.30530  -0.63684  1.01896
H  2.69323  1.18750  0.29133

Entry iii
Computed, not measured: 2 unconnected molecules or ions with the total composition C3H9PS, with the ωB97M-V functional and the def2-TZVPD basis.

Values from the calculation:
Multiplicity: 1
SMILES string: C/C=P/C.S
Orbital gap in eV: 9.58
Total charge: 0
HOMO in eV: -9.052

CARTESIAN COORDINATES (ANGSTROEM)
C  -2.01228  -1.39479  1.64498
C  -1.10466  -1.19558  0.42167
P  -0.02606  0.08475  0.35244
C  0.68201  -0.08845  -1.35920
H  -1.93180  -0.53794  2.36268
H  -3.05924  -1.23063  1.21616
H  -2.11999  -2.35334  2.16119
H  -1.16949  -2.01960  -0.33716
H  0.16752  0.66935  -1.96577
H  0.42242  -0.97672  -2.08026
H  1.76650  0.15483  -1.56485
S  3.36401  3.14871  -0.30465
H  2.30922  3.71386  -0.62578
H  2.71184  2.02557  0.07857

Relative energies, kJ/mol: entry i 86.4; entry ii 0.0; entry iii 49.3.

Entry i
Computed, not measured: a single C7H8N2O2S molecule, with the ωB97M-V functional and the def2-TZVPD basis.

Values from the calculation:
Multiplicity: 1
Orbital gap in eV: 8.67
Total charge: 0
HOMO in eV: -8.931

CARTESIAN COORDINATES (ANGSTROEM)
C  -3.70376  -0.77257  0.88482
C  -1.16367  -0.43870  -0.34021
C  -0.26886  0.60880  -0.36645
C  1.23805  0.19936  -0.32120
C  2.15106  1.21387  0.11734
C  3.87426  -0.15786  -0.06246
C  3.00270  -1.19431  -0.36574
H  -3.76094  -1.94331  0.48563
H  -3.05589  -0.79768  2.02659
H  -4.76061  -0.39433  0.68743
H  -0.89528  -1.37875  -0.75560
H  -1.56011  2.05504  -0.00334
H  1.71766  2.24635  0.19748
H  4.98169  -0.40698  0.17361
H  3.50211  -2.15810  -0.37271
N  3.44773  1.14833  0.09096
N  1.68246  -1.00969  -0.69649
O  -2.97725  1.39716  -0.65931
O  -0.47073  1.93254  -0.11591
S  -2.98065  -0.14918  -0.60444

Entry ii
Computed, not measured: a single C7H8N2O2S molecule, with the ωB97M-V functional and the def2-TZVPD basis.

Values from the calculation:
Multiplicity: 1
SMILES string: CS(=O)(=O)C1=CC=CCN1C#N
Orbital gap in eV: 8.78
Total charge: 0
HOMO in eV: -9.479

CARTESIAN COORDINATES (ANGSTROEM)
C  -0.91022  -2.60133  0.03468
S  -1.21214  -1.25244  -1.18646
O  -2.62989  -0.88454  -1.18421
O  -0.67164  -1.63933  -2.47039
C  -0.18707  0.10890  -0.63223
C  0.91012  0.48444  -1.28444
C  1.80229  1.45814  -0.68892
C  1.60089  2.02379  0.50632
C  0.17509  1.92882  0.98095
N  -0.42904  0.59041  0.77216
C  -0.69546  -0.18306  1.79024
N  -0.99550  -0.91141  2.62790
H  -1.64012  -2.21530  0.76903
H  -1.34463  -3.44327  -0.47712
H  0.18627  -2.55075  0.02520
H  1.23533  -0.11009  -2.14525
H  2.68609  1.59702  -1.29432
H  2.28638  2.57013  1.23067
H  0.30929  2.27784  2.11459
H  -0.47604  2.75202  0.51158

Relative energies, kJ/mol: entry i 11.7; entry ii 0.0.